Molecular formula: C20H34N2O
Method: DFT, the ωB97M-V functional and the def2-TZVPD basis

HOMO energy ... -0.286 Eh
LUMO energy ... 0.027 hartree
Energy above the lowest of the compared OMol25 structures with the same formula, charge and spin ... 0.795 eV
Gap between HOMO and LUMO ... 8.54 eV
SMILES ... CC(C)CCN1CCN(CCCc2ccccc2)C[C@H]1CCO
Calculated total energy ... -967.2239 Eh

Last columns: bonded neighbours and bond lengths (Å).
Atoms and positions in Å:
1 C -4.9944 -0.4280 0.3449  C2 1.526, H24 1.086, H25 1.088, H26 1.089
2 C -4.0882 0.8002 0.3188  C1 1.526, C3 1.527, C4 1.532, H27 1.094
3 C -4.8847 2.0402 0.7191  C2 1.527, H28 1.089, H29 1.088, H30 1.088
4 C -3.4501 1.0035 -1.0588  C2 1.532, C5 1.533, H31 1.092, H32 1.092
5 C -2.3527 -0.0228 -1.3624  C4 1.533, N6 1.453, H33 1.092, H34 1.101
6 N -1.3155 0.0299 -0.3465  C5 1.453, C7 1.450, C20 1.455
7 C -0.2809 1.0097 -0.6134  N6 1.450, C8 1.532, H35 1.092, H36 1.091
8 C 0.7641 0.5320 -1.6264  C7 1.532, N9 1.450, H37 1.108, H38 1.090
9 N 1.3771 -0.6928 -1.1505  C8 1.450, C10 1.451, C19 1.453
10 C 2.4226 -1.1840 -2.0291  N9 1.451, C11 1.528, H39 1.094, H40 1.109
11 C 3.6790 -0.3160 -2.0809  C10 1.528, C12 1.532, H41 1.093, H42 1.090
12 C 4.4121 -0.2209 -0.7388  C11 1.532, C13 1.502, H43 1.095, H44 1.091
13 C 3.6895 0.6119 0.2805  C12 1.502, C14 1.390, C18 1.387
14 C 3.4834 1.9694 0.0620  C13 1.390, C15 1.382, H45 1.082
15 C 2.8297 2.7478 0.9990  C14 1.382, C16 1.385, H46 1.081
16 C 2.3872 2.1832 2.1834  C15 1.385, C17 1.383, H47 1.080
17 C 2.6065 0.8381 2.4214  C16 1.383, C18 1.385, H48 1.081
18 C 3.2486 0.0586 1.4738  C13 1.387, C17 1.385, H49 1.081
19 C 0.3500 -1.7067 -0.9788  N9 1.453, C20 1.535, H50 1.109, H51 1.090
20 C -0.7232 -1.2478 0.0178  N6 1.455, C19 1.535, C21 1.535, H52 1.096
21 C -0.1442 -1.1594 1.4367  C20 1.535, C22 1.525, H53 1.088, H54 1.091
22 C -0.2020 -2.4814 2.1947  C21 1.525, O23 1.414, H55 1.100, H56 1.101
23 O 0.6719 -3.4226 1.6032  C22 1.414, H57 0.963
24 H -4.4355 -1.3309 0.1153  C1 1.086
25 H -5.4393 -0.5488 1.3303  C1 1.088
26 H -5.7978 -0.3241 -0.3823  C1 1.089
27 H -3.2738 0.6537 1.0349  C2 1.094
28 H -5.6803 2.2290 0.0005  C3 1.089
29 H -4.2408 2.9160 0.7563  C3 1.088
30 H -5.3354 1.9059 1.7000  C3 1.088
31 H -3.0137 2.0033 -1.0966  C4 1.092
32 H -4.2155 0.9445 -1.8361  C4 1.092
33 H -2.7908 -1.0227 -1.3672  C5 1.092
34 H -1.9635 0.1658 -2.3748  C5 1.101
35 H 0.2302 1.2296 0.3266  C7 1.092
36 H -0.7483 1.9279 -0.9734  C7 1.091
37 H 0.2941 0.3826 -2.6191  C8 1.108
38 H 1.5261 1.3055 -1.7237  C8 1.090
39 H 2.7055 -2.1755 -1.6635  C10 1.094
40 H 2.0427 -1.3064 -3.0639  C10 1.109
41 H 4.3525 -0.7695 -2.8131  C11 1.093
42 H 3.4347 0.6838 -2.4405  C11 1.090
43 H 5.3960 0.2237 -0.9192  C12 1.095
44 H 4.5645 -1.2277 -0.3463  C12 1.091
45 H 3.8471 2.4257 -0.8487  C14 1.082
46 H 2.6706 3.7999 0.8093  C15 1.081
47 H 1.8801 2.7908 2.9187  C16 1.080
48 H 2.2726 0.3930 3.3479  C17 1.081
49 H 3.4095 -0.9929 1.6635  C18 1.081
50 H -0.1340 -1.9464 -1.9470  C19 1.109
51 H 0.8146 -2.6132 -0.5895  C19 1.090
52 H -1.5267 -1.9933 0.0211  C20 1.096
53 H 0.8915 -0.8326 1.3725  C21 1.088
54 H -0.7185 -0.4225 1.9994  C21 1.091
55 H 0.0932 -2.3053 3.2401  C22 1.100
56 H -1.2322 -2.8690 2.1918  C22 1.101
57 H 0.6352 -4.2420 2.1069  O23 0.963

Here are the natural (NBO) charges for atoms 1 to 2, given in e: number 1, C, carries -0.60; number 2, C, carries -0.23

---

Molecular formula: C6H9NO
Method: DFT, the ωB97M-V functional and the def2-TZVPD basis

HOMO energy ... -0.301 Eh
LUMO energy ... 0.035 hartree
Energy above the lowest of the compared OMol25 structures with the same formula, charge and spin ... 0.149 eV
Gap between HOMO and LUMO ... 9.15 eV
SMILES ... Nc1ccccc1.O
Calculated total energy ... -364.0188 Eh

Last columns: bonded neighbours and bond lengths (Å).
Atoms and positions in Å:
1 N 1.2519 -1.8998 -0.7501  C2 1.364, H8 0.994, H9 1.003
2 C 0.4493 -0.8022 -0.6478  N1 1.364, C3 1.402, C7 1.388
3 C -0.8298 -0.7601 -1.2205  C2 1.402, C4 1.390, H10 1.080
4 C -1.6984 0.2953 -0.9681  C3 1.390, C5 1.385, H11 1.083
5 C -1.2768 1.4184 -0.2759  C4 1.385, C6 1.394, H12 1.082
6 C 0.0789 1.5120 0.0370  C5 1.394, C7 1.389, H13 1.080
7 C 0.9004 0.4047 -0.1308  C2 1.388, C6 1.389, H14 1.088
8 H 2.1174 -1.9277 -0.2612  N1 0.994
9 H 0.9537 -2.8074 -1.0546  N1 1.003
10 H -1.2061 -1.6038 -1.7791  C3 1.080
11 H -2.7001 0.1431 -1.3493  C4 1.083
12 H -1.9103 2.2568 -0.0191  C5 1.082
13 H 0.4640 2.4069 0.5025  C6 1.080
14 H 1.9541 0.6074 0.0517  C7 1.088
15 O 0.7061 0.1365 2.9317  H16 0.954, H17 0.972
16 H -0.1895 0.4391 2.8038  O15 0.954
17 H 1.0358 0.1548 2.0173  O15 0.972

Here are the natural (NBO) charges for atoms 1 to 2, given in e: number 1, N, carries -0.80; number 2, C, carries 0.20